<w>
C7H17N3 | ωB97M-V with the def2-TZVPD basis set

Each line ends with the Löwdin charge.
Element x y z (Å)
1 N 2.717 1.674 -0.608  0.054
2 N -0.509 -1.314 0.117  -0.111
3 N 3.568 1.279 0.098  0.355
4 C 2.484 2.864 -1.366  0.031
5 C -1.466 -0.764 0.900  -0.012
6 C -0.402 -2.786 0.008  0.027
7 C 0.899 -1.128 -1.953  -0.025
8 C 0.249 -0.633 -0.732  -0.088
9 C -2.134 0.715 2.482  -0.097
10 C -1.662 0.656 1.081  -0.228
11 H -3.238 0.256 2.607  0.165
12 H -0.678 1.117 0.939  0.106
13 H -1.218 -3.164 -0.503  0.091
14 H 0.603 -2.104 -2.359  0.114
15 H -1.866 -1.615 1.614  0.198
16 H 3.679 0.402 0.550  0.156
17 H 1.628 3.357 -0.748  0.167
18 H 0.489 -0.365 -2.570  0.091
19 H -1.554 0.145 3.141  0.067
20 H 0.580 -3.052 -0.404  0.104
21 H 1.950 -0.937 -1.983  0.080
22 H -2.128 1.710 2.768  0.065
23 H 0.156 0.461 -0.585  0.113
24 H 2.035 2.460 -2.245  0.098
25 H -2.420 1.158 0.404  0.173
26 H 3.361 3.559 -1.475  0.150
27 H -0.401 -3.314 1.056  0.158

Output
Net charge: +2

---

<x>
C7H17N3 | ωB97M-V with the def2-TZVPD basis set

Each line ends with the Löwdin charge.
Element x y z (Å)
1 N -0.440 1.029 1.938  -0.117
2 N 1.169 0.569 -3.507  0.242
3 N 0.802 -1.784 -3.003  0.152
4 C -0.702 0.472 0.564  -0.301
5 C 0.754 1.865 2.082  0.031
6 C 0.986 -0.666 -3.266  -0.060
7 C -0.087 -0.594 0.094  0.086
8 C -0.426 -0.152 2.893  0.057
9 C -1.940 1.086 -0.009  0.008
10 C 1.067 -3.169 -2.990  -0.010
11 H -0.220 -1.128 -0.842  0.054
12 H -2.197 0.655 -0.977  0.109
13 H 0.380 -0.795 2.562  0.104
14 H 1.615 1.465 1.479  0.138
15 H 1.913 1.064 -3.960  0.160
16 H -1.681 2.074 -0.256  0.083
17 H 0.548 1.325 -3.295  0.147
18 H 1.922 -3.487 -3.628  0.139
19 H 0.114 -3.552 -3.459  0.134
20 H -2.705 1.104 0.650  0.064
21 H 0.763 -1.162 0.663  0.123
22 H -1.334 -0.538 3.031  0.083
23 H 1.269 1.841 2.996  0.098
24 H 1.108 -3.660 -2.042  0.093
25 H -0.154 0.245 3.796  0.088
26 H -1.310 1.416 2.341  0.195
27 H 0.444 2.824 1.799  0.100

Output
Net charge: +2

---

Which of them is most stable, and which least? Most stable: <x>; least stable: <w>.

---

<w>
C5H7F | ωB97M-V with the def2-TZVPD basis set

Each line ends with the Löwdin charge.
Element x y z (Å)
1 F -2.320 -0.667 -0.209  -0.037
2 C -0.489 1.629 0.048  -0.103
3 C 1.683 -0.477 -0.001  -0.022
4 C 2.592 -1.219 -0.229  -0.030
5 C -0.233 0.225 0.562  -0.165
6 C -0.953 -0.830 -0.239  -0.269
7 H -0.761 -1.798 0.346  0.141
8 H -0.531 -0.904 -1.161  0.074
9 H 0.102 2.255 0.585  0.023
10 H 3.235 -1.914 -0.684  -0.004
11 H -0.386 1.812 -1.072  0.113
12 H -0.305 0.113 1.703  0.142
13 H -1.635 1.775 0.351  0.136

Output
Net charge: 0

---

<x>
C5H7F | ωB97M-V with the def2-TZVPD basis set

Each line ends with the Löwdin charge.
Element x y z (Å)
1 F -0.469 1.894 0.222  0.075
2 C -1.187 -0.264 -0.233  -0.170
3 C 1.241 0.480 -0.701  -0.248
4 C -0.163 0.702 -0.267  -0.305
5 C -2.446 -0.047 0.117  0.015
6 C 1.918 0.180 0.620  0.027
7 H 1.346 -0.436 -1.327  0.119
8 H 1.638 1.328 -1.257  0.109
9 H 1.826 -0.820 1.106  0.064
10 H -0.822 -1.192 -0.373  0.069
11 H -3.170 -0.953 0.109  0.093
12 H 2.273 1.142 1.146  0.081
13 H -2.732 0.998 0.360  0.071

Output
Net charge: 0

---

<y>
C5H7F | ωB97M-V with the def2-TZVPD basis set

Each line ends with the Löwdin charge.
Element x y z (Å)
1 F -0.235 -1.667 0.014  0.008
2 C 1.725 0.041 0.063  -0.007
3 C -0.785 0.166 -1.364  -0.023
4 C -0.318 -0.289 -0.013  -0.430
5 C -0.902 0.161 1.211  -0.060
6 C 2.901 -0.207 -0.084  -0.034
7 H -0.456 1.219 -1.462  0.103
8 H -0.413 0.015 2.162  0.096
9 H 3.882 0.081 0.126  -0.017
10 H -0.445 -0.398 -2.217  0.092
11 H -1.841 0.244 -1.215  0.080
12 H -1.400 1.126 1.399  0.111
13 H -1.714 -0.491 1.379  0.082

Output
Net charge: 0

---

Which of them is most stable, and which least? Most stable: <x>; least stable: <w>.

---

<w>
CH2O3S | ωB97M-V with the def2-TZVPD basis set

Each line ends with the Löwdin charge.
Element x y z (Å)
1 S -1.051 0.114 -0.505  0.974
2 O -2.130 0.175 0.425  -0.394
3 O 0.368 0.730 0.356  -0.397
4 O -0.440 -1.458 -0.570  -0.286
5 C 1.369 1.125 -0.412  0.011
6 H -0.249 -1.839 0.306  0.074
7 H 2.132 1.153 0.400  0.018

Output
Net charge: 0

---

<x>
CH2O3S | ωB97M-V with the def2-TZVPD basis set

Each line ends with the Löwdin charge.
Element x y z (Å)
1 S -1.297 -2.670 0.376  0.786
2 O -0.288 -1.779 0.824  -0.700
3 O 0.948 0.246 -0.524  0.047
4 O -0.667 1.357 0.570  0.073
5 C 0.154 1.254 -0.262  -0.480
6 H 0.922 -0.464 0.189  0.100
7 H 0.228 2.057 -1.172  0.174

Output
Net charge: 0
SMILES string: O=CO.O=S

---

<y>
CH2O3S | ωB97M-V with the def2-TZVPD basis set

Each line ends with the Löwdin charge.
Element x y z (Å)
1 S 2.985 0.005 -0.315  0.866
2 O 2.633 1.394 -0.028  -0.443
3 O 2.850 -0.759 0.888  -0.434
4 O 0.978 -0.870 -0.939  -0.076
5 C 0.170 -0.318 -0.241  -0.090
6 H -0.872 -0.455 -0.257  0.076
7 H 0.245 0.370 0.607  0.100

Output
Net charge: 0

---

Which of them is most stable, and which least? Most stable: <y>; least stable: <w>.